Molecular formula: C88H220O22
Method: DFT, ωB97M-V with the def2-TZVPD basis set

Last column: Mulliken charge in e.
Positions of all 330 atoms, in Å:
C  -2.490074  27.212848  19.546996  -1.102
C  -3.542972  27.946859  20.385925  1.013
O  -3.963674  27.201971  21.483081  -0.434
C  -5.157585  27.610555  22.127840  1.707
C  -5.477597  26.691112  23.334287  -0.611
H  -1.593630  27.020206  20.176674  0.063
H  -2.842728  26.272836  19.143761  0.052
H  -2.211803  27.898001  18.749447  0.410
H  -3.227497  28.945355  20.720872  0.128
H  -4.404675  28.189619  19.683333  -0.576
H  -5.116131  28.673836  22.379902  0.470
H  -5.954292  27.554779  21.349650  -0.910
H  -5.425995  25.625981  23.008947  -1.015
H  -6.490219  26.883432  23.638668  0.464
H  -4.795678  26.845197  24.180665  0.366
C  -13.863248  19.062549  26.681685  -0.614
C  -12.606818  18.402251  27.180417  -0.458
O  -11.642777  18.465586  26.158996  -0.202
C  -10.305026  18.045181  26.426456  -0.637
C  -9.647361  18.047110  25.056820  -0.462
H  -13.940376  20.128107  26.804836  -0.116
H  -13.933916  18.930791  25.590193  0.180
H  -14.778506  18.634506  27.068526  0.436
H  -12.245025  18.905506  28.091855  0.296
H  -12.812337  17.353068  27.410795  0.445
H  -9.720368  18.655807  27.160582  0.215
H  -10.392042  16.977562  26.802125  0.438
H  -8.630913  17.634393  25.037238  0.493
H  -9.717799  19.016099  24.614452  -0.355
H  -10.203334  17.368234  24.392655  0.452
C  -12.092269  20.760996  22.671329  1.038
C  -13.457011  20.369796  22.136238  -0.881
O  -13.943381  21.488999  21.396998  -0.147
C  -14.705821  21.033605  20.290655  -0.262
C  -15.037446  22.179709  19.341211  -1.035
H  -12.134841  21.560705  23.416944  -0.343
H  -11.468269  19.956024  23.128051  0.173
H  -11.465096  21.167966  21.843421  -0.827
H  -13.318585  19.519489  21.429074  0.389
H  -14.131987  20.000402  22.907810  0.409
H  -14.159260  20.285138  19.750103  0.269
H  -15.692875  20.597078  20.598074  0.331
H  -14.149112  22.710156  19.087564  -0.072
H  -15.780876  22.912779  19.699196  0.397
H  -15.449253  21.766976  18.427785  0.466
C  -9.306442  15.590182  18.997690  -1.177
C  -8.315190  16.671571  19.402697  0.291
O  -9.050700  17.521242  20.284502  -0.368
C  -8.519063  18.646942  20.844293  1.599
C  -7.509758  18.352630  21.987189  -1.199
H  -9.669474  14.978131  19.824736  0.317
H  -10.182404  16.051237  18.443229  0.103
H  -8.827296  14.859138  18.310514  0.411
H  -7.434683  16.298687  19.876017  0.366
H  -7.991777  17.281040  18.511918  -0.123
H  -8.046740  19.334564  20.039034  -0.514
H  -9.328978  19.143004  21.345626  -0.468
H  -7.069010  19.280118  22.394457  0.184
H  -6.695694  17.823221  21.520291  0.531
H  -7.954901  17.764307  22.779736  0.123
C  -13.689069  28.845591  22.401333  -1.753
C  -12.225560  29.117154  22.621989  0.881
O  -12.096482  29.880937  23.809323  -0.474
C  -10.795335  30.306251  24.021405  0.774
C  -10.643698  30.920427  25.378088  -1.595
H  -14.217875  29.732426  22.120425  0.339
H  -13.862144  28.020812  21.746956  0.273
H  -14.189423  28.685633  23.361289  0.444
H  -11.569853  28.245802  22.569824  -0.475
H  -11.955220  29.712756  21.753460  0.621
H  -10.092966  29.462179  23.834131  -0.337
H  -10.605887  31.023141  23.248686  0.308
H  -10.971178  30.270714  26.205841  0.296
H  -11.382864  31.692098  25.454896  0.410
H  -9.706979  31.390147  25.550681  0.394
C  -4.650396  21.656213  23.402327  -0.468
C  -3.967070  22.747361  22.560834  1.883
O  -4.561205  22.697470  21.239175  0.506
C  -3.894486  23.515416  20.326039  0.229
C  -4.712431  23.462901  19.015272  0.363
H  -4.315745  21.528986  24.409891  0.231
H  -5.715445  21.825714  23.600093  -0.520
H  -4.518552  20.701031  22.923057  0.047
H  -4.056856  23.806715  22.973767  -0.750
H  -2.866980  22.572889  22.447213  -0.844
H  -3.700427  24.539030  20.694642  -0.471
H  -2.864374  23.112475  20.119236  0.001
H  -5.043235  22.401303  18.794939  -0.345
H  -4.111333  23.738949  18.145206  0.634
H  -5.648184  24.058576  19.048813  -0.845
C  -14.313729  27.344731  25.759405  -1.687
C  -13.557728  26.386687  24.839894  0.901
O  -12.198336  26.384629  25.192978  -0.556
C  -11.460227  25.547452  24.383538  1.936
C  -10.112382  25.319299  25.047877  -0.776
H  -15.376561  27.408112  25.471511  0.357
H  -14.153476  27.082167  26.794807  0.447
H  -13.840256  28.371835  25.679574  0.219
H  -13.914274  25.341743  24.998792  0.299
H  -13.561828  26.663985  23.776943  -0.480
H  -11.962099  24.568254  24.200912  -0.046
H  -11.310561  25.986476  23.363832  -0.880
H  -9.623783  26.281258  25.249858  0.305
H  -9.519789  24.779806  24.312337  -0.037
H  -10.102957  24.712437  25.956312  0.132
C  -13.554854  24.371014  16.624026  -0.147
C  -13.719050  25.700314  15.955392  0.304
O  -13.987657  25.552086  14.611002  -0.445
C  -14.300039  26.738323  14.006724  0.060
C  -14.712492  26.482907  12.588699  -1.251
H  -12.839705  23.775060  16.022143  0.069
H  -13.334792  24.482352  17.713498  -0.399
H  -14.497251  23.809243  16.490152  0.466
H  -14.581976  26.250479  16.343098  0.259
H  -12.795971  26.298835  16.073054  -0.193
H  -15.224598  27.137041  14.485558  0.246
H  -13.471158  27.485733  14.073617  0.114
H  -15.601831  25.850593  12.637389  0.308
H  -13.860850  25.992999  12.008194  0.285
H  -14.928557  27.461877  12.133321  0.380
C  -5.687099  26.946851  17.213602  0.350
C  -6.365285  25.739924  16.584953  -0.429
O  -7.751443  25.838443  16.671130  0.328
C  -8.366803  24.590432  16.366406  -0.653
C  -9.820096  24.907932  16.574413  0.884
H  -4.624454  26.941867  17.069403  0.692
H  -6.087024  27.838669  16.721958  -0.555
H  -5.939666  27.060388  18.256595  -0.463
H  -6.092225  25.588091  15.555937  0.344
H  -6.009446  24.862035  17.106180  -0.154
H  -8.057227  24.264473  15.384927  0.428
H  -8.077489  23.807447  17.017868  -0.124
H  -10.141396  25.808662  16.004135  -0.361
H  -10.051558  25.068733  17.648363  -0.698
H  -10.443745  24.018967  16.276824  0.283
C  -0.661897  30.160910  19.863994  -0.958
C  -1.578431  31.130804  19.119139  -0.492
O  -2.672084  30.552105  18.437122  -0.123
C  -3.362015  31.367780  17.482353  -0.111
C  -4.159705  30.510752  16.527923  -0.855
H  0.238435  30.667851  20.296728  0.413
H  -1.209124  29.641289  20.644159  0.122
H  -0.229307  29.405263  19.199415  0.275
H  -2.028524  31.828439  19.808801  0.315
H  -1.059693  31.696556  18.378382  0.453
H  -4.040176  32.104627  17.908242  0.006
H  -2.630850  31.921228  16.891418  0.428
H  -4.997422  29.895040  16.911073  -0.224
H  -3.563402  29.768861  15.981861  0.405
H  -4.602275  31.080935  15.727986  0.526
C  -8.297328  19.610623  12.788579  -1.411
C  -8.143015  20.520938  13.966268  0.134
O  -7.534661  19.827046  14.990960  -0.414
C  -7.393696  20.555162  16.163044  0.868
C  -6.374385  19.959102  17.063747  -1.118
H  -7.361704  19.166740  12.428645  0.328
H  -8.907508  18.760592  13.055593  0.329
H  -8.695107  20.218093  11.970809  0.396
H  -7.689573  21.503960  13.658502  0.237
H  -9.205640  20.790976  14.254752  0.133
H  -7.077580  21.590266  15.956591  -0.005
H  -8.389950  20.536897  16.687876  -0.281
H  -6.521087  18.859440  17.141360  0.408
H  -6.358002  20.286130  18.095595  -0.079
H  -5.381832  20.142646  16.678350  0.450
C  -7.508600  25.914636  27.631864  -1.324
C  -6.473325  24.843108  27.212000  0.617
O  -5.191939  25.397803  26.938397  -0.454
C  -4.242259  24.496525  26.372688  1.957
C  -2.901359  25.126627  26.445793  -1.588
H  -7.600304  26.726749  26.859043  0.072
H  -8.453401  25.381978  27.728802  0.329
H  -7.250649  26.278640  28.595168  0.521
H  -6.440916  24.166381  28.055805  0.142
H  -6.864966  24.353411  26.298531  -0.197
H  -4.256584  23.524717  26.939955  -0.445
H  -4.491034  24.229205  25.372787  -0.574
H  -2.513892  25.139773  27.454311  0.439
H  -2.921932  26.158920  26.132590  0.385
H  -2.145517  24.625263  25.814643  0.163
C  -5.348279  29.826301  25.220061  -1.044
C  -6.055755  30.661874  24.154571  -0.473
O  -6.913134  29.842505  23.426209  0.059
C  -7.435355  30.434795  22.280510  -1.154
C  -8.261040  29.386741  21.516107  1.278
H  -4.662391  30.450231  25.832416  0.440
H  -6.042260  29.340854  25.927481  0.250
H  -4.710564  29.069198  24.838172  0.091
H  -6.631329  31.452597  24.626978  0.441
H  -5.398113  31.275795  23.515353  0.297
H  -8.150214  31.238567  22.520662  0.397
H  -6.635221  30.850754  21.608157  0.303
H  -8.900043  29.903615  20.781373  0.045
H  -8.951160  28.909692  22.227479  -0.704
H  -7.642785  28.646112  21.027760  -0.435
C  -6.928800  32.825753  18.931411  -1.502
C  -7.022700  31.370781  18.459764  0.650
O  -8.361424  30.931258  18.436436  -0.618
C  -8.495703  29.631812  17.947854  0.966
C  -9.906533  29.059835  18.163340  -1.308
H  -7.585613  33.362421  18.221456  0.305
H  -7.214304  32.983683  19.965849  0.298
H  -5.881234  33.101746  18.807812  0.352
H  -6.656692  31.293041  17.425373  0.260
H  -6.439991  30.589829  19.060227  -0.223
H  -8.290246  29.619287  16.865020  0.376
H  -7.792310  29.064683  18.508841  -0.031
H  -10.199538  28.969413  19.183238  0.038
H  -9.881173  28.065440  17.684886  -0.053
H  -10.658579  29.659162  17.638311  0.595
C  -8.271894  28.348413  13.977506  -1.009
C  -9.693290  28.797221  14.050120  0.055
O  -9.996670  29.876288  14.964417  -0.242
C  -9.275160  31.101661  14.513640  -0.254
C  -9.499834  32.217195  15.502558  -1.016
H  -7.921227  28.262087  15.033283  0.086
H  -8.149518  27.369474  13.500421  0.483
H  -7.615098  29.103559  13.524833  0.356
H  -10.071724  29.045347  13.068152  0.415
H  -10.259825  27.927335  14.466198  -0.138
H  -8.179254  30.912315  14.551888  0.149
H  -9.575594  31.385343  13.508828  0.473
H  -9.359681  31.859125  16.521204  0.031
H  -10.565007  32.393224  15.447501  0.379
H  -8.932799  33.106959  15.280065  0.375
C  -8.740858  26.111715  20.486412  1.125
C  -7.782477  25.082662  21.148581  1.372
O  -8.621667  24.145873  21.853073  0.325
C  -7.935951  23.121484  22.496916  0.174
C  -8.951609  22.106069  22.996770  2.751
H  -9.180816  26.793449  21.200820  -0.351
H  -8.114106  26.734230  19.843363  -0.507
H  -9.454273  25.655449  19.805281  -0.547
H  -7.185270  24.495633  20.370841  -0.968
H  -7.075289  25.526637  21.836456  -0.469
H  -7.210428  22.659382  21.814511  0.146
H  -7.300410  23.426567  23.363119  -0.372
H  -9.548977  21.672648  22.193356  -1.225
H  -9.668892  22.462568  23.778646  -1.356
H  -8.306513  21.323941  23.477653  -0.502
C  -0.623413  16.120753  20.100472  -1.203
C  -1.188540  17.185158  21.039011  -0.128
O  -2.007543  18.023839  20.262324  -0.337
C  -2.932623  18.870374  20.943645  0.390
C  -3.989843  19.335478  19.995568  -0.829
H  0.316822  15.655421  20.484226  0.345
H  -1.382403  15.330021  19.920706  0.282
H  -0.418994  16.577267  19.129743  0.314
H  -1.729945  16.737146  21.924981  0.317
H  -0.392482  17.751504  21.482850  0.216
H  -3.358791  18.247179  21.779894  0.286
H  -2.511870  19.746144  21.498453  -0.504
H  -3.577224  19.671994  19.064004  0.442
H  -4.517514  20.180143  20.461022  0.084
H  -4.675365  18.532284  19.778443  0.370
C  -11.868893  19.080659  16.923680  -1.668
C  -11.307502  19.921860  18.040532  0.972
O  -11.551589  21.282142  17.757092  -0.321
C  -11.122309  22.153892  18.809039  2.449
C  -9.671364  22.059508  19.310057  0.994
H  -11.462839  19.408834  15.938642  0.256
H  -11.722998  18.014411  17.068332  0.304
H  -12.918093  19.186574  16.816049  0.425
H  -11.929853  19.673530  18.919392  -0.322
H  -10.266561  19.702612  18.238846  -0.067
H  -11.352207  23.100981  18.393185  -0.731
H  -11.804680  22.021321  19.681043  -1.216
H  -9.481085  21.105831  19.813227  -0.484
H  -9.462951  22.898236  19.975747  -0.424
H  -8.925844  22.030475  18.504204  -0.502
C  -12.510380  24.761439  21.146033  -0.647
C  -12.338007  25.926091  20.227948  3.009
O  -13.533501  26.442944  19.801915  -0.644
C  -13.347918  27.613838  19.071854  1.254
C  -14.714324  28.272200  18.795203  -1.864
H  -11.589768  24.426142  21.618119  -0.236
H  -13.177567  24.938261  21.974994  0.359
H  -12.894864  23.820254  20.733291  -0.580
H  -11.763026  26.635911  20.869810  -0.601
H  -11.712499  25.624635  19.358339  -0.513
H  -12.717028  28.341375  19.617148  -0.296
H  -12.765696  27.325075  18.191117  -0.085
H  -14.583273  29.100958  18.106990  0.425
H  -15.266975  28.564054  19.699518  0.299
H  -15.384019  27.522091  18.321899  0.346
C  -14.981003  22.106118  29.208535  -1.455
C  -14.495759  22.498432  27.849799  -0.078
O  -13.156722  22.126894  27.717074  -0.334
C  -12.571630  22.567068  26.524988  0.098
C  -11.160103  21.920025  26.526477  0.671
H  -15.997252  22.434092  29.295004  0.430
H  -14.949636  21.016769  29.457805  0.263
H  -14.384530  22.575464  29.972598  0.341
H  -15.146094  21.998717  27.072248  0.283
H  -14.553166  23.576273  27.673307  0.304
H  -13.161143  22.379245  25.561500  0.173
H  -12.551008  23.714712  26.638444  0.017
H  -10.624708  22.262602  27.426859  0.599
H  -10.507730  22.267912  25.698875  -0.674
H  -11.177515  20.836017  26.441021  -0.560
C  -0.844829  20.654419  23.991161  -0.554
C  -0.228861  21.489084  22.868864  -0.422
O  -0.619658  22.819735  23.098591  -0.192
C  -0.196073  23.773032  22.146825  -0.520
C  -0.862574  25.083616  22.494863  -0.769
H  -0.922626  19.575212  23.728303  0.271
H  -0.351244  20.809734  24.941857  0.482
H  -1.865974  21.018660  24.067888  -0.269
H  0.883884  21.398899  22.899082  0.430
H  -0.577181  21.123678  21.885964  0.204
H  0.872310  23.792803  22.238048  0.535
H  -0.461795  23.453906  21.117035  0.214
H  -0.394732  25.942261  22.073569  0.486
H  -0.762756  25.174698  23.576649  0.281
H  -1.956238  25.031703  22.274353  -0.049
C  -7.311036  21.161172  26.191998  0.919
C  -6.409552  20.822419  27.432114  -0.576
O  -5.171268  20.487984  26.970726  -0.194
C  -4.117358  20.548223  27.880606  -0.381
C  -2.804906  19.914449  27.230260  -0.922
H  -6.766812  21.877149  25.593427  -0.765
H  -7.523832  20.241862  25.577692  0.117
H  -8.294462  21.540135  26.495565  0.029
H  -6.290549  21.737224  28.092926  0.206
H  -6.865804  20.001331  28.022054  0.316
H  -3.869076  21.598953  28.134779  0.192
H  -4.352610  19.956974  28.769749  0.399
H  -2.585455  20.532348  26.343259  -0.008
H  -2.938845  18.858497  26.972619  0.338
H  -1.998546  19.988683  27.968287  0.417

Atomic forces in eV per Å
0.4725 0.7455 1.3442
-1.1876 0.6858 -1.3111
0.3826 -1.1403 0.7082
-0.3385 -0.2803 -0.6867
0.8417 -0.0731 -1.1400
-0.4519 0.0097 -0.4551
-0.2467 -0.1510 -0.0580
0.0834 -0.1202 -0.1814
0.3533 -0.1439 -0.0938
0.4879 -0.3743 0.7087
0.1721 -0.0716 0.3475
0.0969 -0.1700 0.5244
0.1303 0.7139 0.2452
-0.4645 0.1779 0.3433
-0.1673 -0.0304 -0.2588
-0.6257 -0.0420 -1.3589
0.1926 0.0719 0.5981
0.6680 0.7876 -0.2696
-0.5066 -1.4210 0.0387
-0.1180 -1.4430 -0.0678
0.4226 0.3888 0.4347
0.1374 -0.2511 0.2101
-0.0860 -0.2617 0.4013
-0.0033 -0.1593 -0.0890
0.0632 -0.1268 0.1695
-0.7909 -0.1710 -0.3423
0.4672 1.0374 -0.0812
-0.0322 0.4997 0.3243
0.3031 0.8244 -0.2534
-0.0843 0.2098 0.2150
1.2638 0.1678 0.0164
1.1553 -0.4253 -0.6853
-0.4248 -0.7508 -0.0013
-1.7500 1.0832 0.1083
-0.5597 -0.0428 0.3781
-0.2297 -0.0262 -0.0157
-0.8580 0.2209 -0.2829
-0.6527 -0.3013 0.3788
-0.0512 0.3522 0.3691
-0.2906 0.3468 0.1462
0.4334 -0.5538 -0.3246
0.8062 -0.0017 0.1463
0.7321 0.4510 -0.2734
0.3679 -0.4095 0.2629
-0.0357 -0.1740 -0.2571
-0.1711 -0.2384 -1.3840
-1.0637 1.3496 -0.6142
-1.0290 -1.4066 -0.4787
1.9651 1.3445 0.3523
0.2644 0.7116 -1.1289
-0.0109 0.4160 0.1953
0.9964 -0.5361 0.7763
-0.1838 0.5462 0.2090
0.6997 -0.5031 0.4348
-0.2158 -0.5360 0.5689
-0.5836 -0.8231 1.1717
-0.7010 0.5971 -0.2653
-0.3697 -0.2630 -0.1023
0.5574 -0.4795 0.1944
-0.1190 -0.1005 0.0394
-0.3865 0.0100 1.7097
-0.5642 0.9011 -0.3938
-0.9030 -1.0025 0.0047
1.0544 -0.8518 -0.2268
-1.5509 -0.3968 0.5513
-0.0313 0.6448 -0.9514
-0.2693 -0.4759 -0.5479
0.2782 -0.6397 0.0363
-0.0538 -0.3126 0.5744
0.6769 0.4481 -0.2094
-0.2242 0.3315 0.4122
0.6558 0.8462 -0.5655
0.7023 -0.2673 -0.3794
-0.4580 0.8469 -0.1468
1.0031 0.0398 0.1518
-0.3564 0.7156 -0.2327
0.0729 0.4280 -0.1715
0.0398 0.1013 1.4127
0.6278 -0.2638 -1.3656
-0.4214 -0.8482 0.0156
0.9661 0.2192 0.6620
0.0305 0.1362 -0.7265
-0.0881 -0.4140 -0.3313
-0.1210 -1.2154 -0.2974
-0.7444 -0.0516 0.2504
-0.5568 -0.1458 -0.0093
-0.5988 0.0447 0.1388
0.4517 1.0023 0.5056
-0.0430 0.3271 0.1451
0.7250 -0.1708 0.0818
0.8737 1.3233 -1.0084
-0.0746 -0.3482 0.4064
-0.1825 0.4433 0.9187
0.9101 -0.7143 -0.3734
0.3712 0.0474 -0.7027
0.4137 -0.0678 0.3478
-0.3229 -0.4217 0.2846
-0.6448 -0.9998 -0.1774
-0.2008 0.4883 -0.4444
-0.7693 -0.1311 0.1376
0.0277 0.3741 0.2221
-0.0513 -0.1142 0.5559
-0.1077 -0.2068 0.0030
0.4019 0.0057 -0.0537
-0.4682 0.1780 0.0117
-0.5306 -0.8543 -0.3400
0.2260 0.7442 0.8136
0.5816 -1.6503 -0.7639
-0.7849 1.3380 -0.2734
1.2501 -0.1418 -0.8693
0.1140 0.2977 0.8439
0.0858 -0.2374 -0.9605
0.2264 0.2190 0.4053
0.1921 0.2039 0.6972
-0.2453 0.1010 0.1393
0.6169 0.3391 0.1736
-0.4405 -0.3715 0.1026
0.1530 0.0117 -0.4956
-1.2650 0.4866 0.6442
-0.1342 -0.4636 -0.0876
-1.1780 0.4279 -0.9286
0.8238 0.1830 0.7268
0.1763 -0.3144 0.3770
-0.7626 1.9474 0.1327
-1.6253 -1.1001 -0.4140
0.6000 -0.1324 0.0281
0.1239 0.0983 -0.0223
0.0286 -0.2481 0.4617
0.3995 0.1927 -0.8159
-0.0072 -0.5376 0.2534
-0.2792 0.0097 -0.7885
0.6075 -0.7644 1.1224
0.2454 -0.6699 0.2987
0.3626 0.0618 -0.5771
0.3862 0.8951 0.1026
0.4582 -0.0183 -0.4393
-0.5229 0.4212 0.1159
-0.7975 -1.1694 -0.4048
0.4386 -0.5804 -0.0944
-0.3434 -1.6092 -0.5625
-1.0312 -0.0485 -0.2229
0.0871 0.0077 0.1723
-0.2885 0.0519 -0.0816
0.2028 0.5499 0.6320
0.9615 0.5894 -0.4485
0.0574 0.1086 0.6523
0.2148 0.1501 -0.0284
0.5169 0.5878 0.5183
0.4091 0.1982 0.3267
-0.1639 0.7340 -0.1650
0.6996 -0.0354 -0.7331
-1.8935 0.9388 -0.5371
1.1891 -0.3905 -0.1520
-1.3641 0.8325 1.2788
0.6786 -1.7828 0.2766
0.1231 0.3502 0.2048
-0.5512 -0.0572 -0.1176
-0.3132 -0.4357 -0.0310
0.2703 -0.8252 0.5647
0.8417 -0.0076 0.0628
-0.4209 0.0020 -0.1001
0.5981 0.4801 -0.3638
0.1285 0.5257 -0.2374
-0.4233 0.5692 0.1584
0.3973 -0.1322 -0.1919
0.6057 -0.3694 -1.7375
-0.5986 0.9017 -0.7276
-0.2225 0.0518 0.1173
-0.6826 -0.8678 1.5679
1.2899 0.0518 -0.2136
0.0735 -0.7076 0.8857
-0.1877 0.1534 -0.0919
0.2395 0.7369 0.7607
0.3323 -0.7056 0.0456
0.2376 -0.1700 0.3682
0.0219 0.6617 -0.2706
-0.5026 -0.0229 -1.1416
0.0388 -0.0844 0.3925
-0.2267 0.3943 -0.2800
-0.4473 -0.0218 0.1930
0.0598 1.0892 0.9730
0.2694 0.5056 0.8198
0.1201 -0.5553 -0.1863
-0.7471 -0.0977 -1.3548
-0.3906 0.8127 0.4033
-0.5509 -0.0526 -0.3206
0.0421 0.2911 -0.4547
0.3947 -0.7796 -0.7593
-0.4410 0.1752 0.5023
0.3874 -0.7336 -0.1750
0.3916 0.1978 0.2079
-0.4218 -0.2212 0.6070
0.4182 -0.2075 0.0765
0.3453 -0.0779 -0.2166
0.0257 -0.1121 -0.0628
-0.0966 -1.0467 -0.9439
0.1782 -1.1427 0.3526
-0.7590 1.2854 0.5904
-1.1786 0.0289 -0.2554
0.6216 0.1532 -1.4805
0.4345 0.2280 0.6167
-0.2260 -0.0606 0.0409
-0.1072 0.3983 -0.0237
0.2662 0.1861 0.1012
-0.2663 1.1566 -0.4053
0.2146 -0.1772 0.2259
0.8473 -1.1841 0.1592
-0.0106 -0.1028 0.9023
-0.2043 0.2178 0.2775
0.1853 -0.0581 0.0149
1.3520 0.5694 1.3169
-1.4367 -0.7648 1.0454
1.5985 1.2332 -1.4275
0.9006 -1.1891 1.3171
-1.4533 -0.9961 0.1329
-0.0677 -0.2420 -0.6462
-0.1392 0.3130 -0.0324
-0.1242 -0.3958 -0.2281
-0.3138 0.0761 -0.4011
0.0542 0.7243 -0.4615
-0.5660 -0.2629 -0.4606
-0.1083 -0.1681 -0.2314
0.5146 0.1186 0.0098
-0.3978 0.7500 0.0691
0.1696 0.2134 -0.0627
1.8492 -0.3252 -0.1874
-1.1710 -1.0162 -1.0612
0.1763 1.0908 -0.2102
0.0668 -0.5515 0.5335
0.6067 -0.6594 0.9280
-0.4023 -0.1973 0.2597
0.0185 0.1351 -0.1189
-0.1985 -0.2175 0.3339
-0.7074 0.7715 0.7820
0.0520 0.2701 0.0793
-0.1436 -0.1865 -0.1671
-0.4295 0.4894 -0.3119
0.3078 0.0233 0.0190
0.7564 0.0795 -0.6948
-0.8556 0.2130 -0.3422
-0.1305 -0.6387 0.1876
-0.3412 -0.6486 0.4825
-0.4591 0.6278 -0.0904
0.2734 -0.9198 1.6363
-0.4467 0.3290 0.5208
-0.7959 0.3512 -0.1914
0.5171 0.3752 0.1399
0.1226 0.0385 0.1343
0.1250 0.2632 -0.9325
0.6900 0.5416 0.2364
-0.0595 0.4835 -0.6226
0.4856 -0.4836 -0.6756
0.3980 0.2465 -0.4629
-0.0778 -0.2312 -0.2157
-0.3732 -0.2445 -0.1322
0.9799 0.2291 -1.2944
-1.6230 -0.2582 0.3537
1.0464 0.0243 0.0977
-0.4396 -0.8327 0.6013
-0.1153 -0.6249 -0.7425
0.0450 -0.4237 0.6227
0.4560 -0.0902 0.0554
-1.1708 0.4252 0.1792
0.5737 -0.0905 0.3210
0.3660 -0.0067 0.0496
0.0564 1.1959 -0.1770
0.3267 -0.0525 -0.3189
-0.2461 0.2605 0.3660
0.0116 -0.1039 0.0613
-0.2535 0.4211 -0.1570
-0.4755 -1.9402 0.3489
1.7118 -0.6721 0.8620
-1.1695 0.0605 0.5307
-0.4047 0.9961 -0.0564
-0.0957 -1.3894 -0.3930
0.5226 0.3853 -0.1476
-0.3636 0.5815 0.2651
-0.1287 0.3786 -0.5380
-0.1643 0.2743 -0.7995
-0.0430 0.3041 0.2388
-0.0634 -0.2488 0.0926
-0.2624 0.4284 -0.4938
-0.1119 0.2198 0.0483
0.6182 0.1616 -0.1023
0.4487 0.4057 0.0105
0.1143 -0.8169 0.5467
-0.4899 -0.6082 -0.8173
-0.2522 -0.9337 -0.1315
0.8531 1.3650 -0.4831
0.2619 1.3164 -0.6325
-0.6673 0.1790 0.2940
0.0282 0.7017 -0.7130
0.1849 0.3982 0.3274
0.6227 0.4039 0.4041
-0.3209 0.2028 0.1604
0.4833 -0.2610 1.2989
0.4335 -1.3014 -0.6066
-0.3290 -0.4153 -0.0666
-0.6303 0.0016 0.1828
-0.2873 -0.0610 0.2655
-0.4684 -0.2982 -0.9167
0.7295 -0.5229 0.2660
-0.6641 -0.0612 0.1900
-0.3910 -0.4188 -0.4635
-0.9732 -0.9873 0.8674
0.3563 0.6765 0.2526
0.1566 -0.0867 0.1237
-0.2380 -0.0744 0.2525
-0.5125 0.1047 -0.2121
0.0620 0.2063 0.1459
0.8831 0.4574 -0.2999
0.1219 -0.0105 0.3396
0.2282 0.5738 -0.6639
-0.1025 0.1857 0.1193
0.8783 0.2933 0.0069
0.1148 -1.3529 0.7958
-1.8403 1.3821 0.2959
1.4412 -0.6961 -1.4322
1.8309 -0.8729 -0.3158
-1.4627 1.0645 0.4612
-0.0887 0.2886 -0.2481
0.4521 0.7694 0.5603
0.3049 0.1479 0.0145
-0.5223 -0.7840 -0.4827
0.1672 0.3120 -0.0325
-0.3197 -0.3751 0.1707
-0.1063 0.2525 0.2722
0.1837 -0.5137 0.2773
-0.1194 0.2998 -0.0808
-0.0563 0.0878 -0.2380

As for the spin multiplicity: 1. The charge is 0. The highest occupied orbital energy comes out at -0.343 hartree. For the total energy, the calculation gives -139857.7463 eV.